Record 1
79
Properties=species:S:1:pos:R:3:forces:R:3 method="wB97M-V/def2-TZVPD" orbital_gap_ev="6.9 / 3.3" e_above_lowest_ev=0.8079 total_charge=+3 e_lumo_ev="-7.74 / -11.52" spin_multiplicity=5
Pd 0.063 0.617 -0.402 0.6 0.1 0.1
C 7.275 1.625 2.525 0.1 -0.2 0.2
C 6.358 0.420 2.647 -0.1 0.1 -0.4
N 5.246 0.487 1.660 1.8 -0.8 -0.8
C 4.075 0.904 2.100 -2.4 0.4 -1.0
C 2.940 1.058 1.293 1.2 -0.6 -0.4
C 1.676 1.541 2.042 1.0 0.2 0.0
O 1.926 2.055 3.118 -0.3 0.0 0.1
O 0.531 1.373 1.519 -0.6 0.2 -0.1
C 3.101 0.830 -0.142 -1.4 0.9 2.2
O 2.202 1.069 -0.961 0.1 -0.2 -0.6
C 4.386 0.316 -0.583 -0.3 -0.1 -0.7
C 4.562 -0.065 -1.911 0.5 -0.3 -0.4
C 5.772 -0.553 -2.325 -1.6 0.0 -1.3
F 5.886 -0.872 -3.623 0.1 0.1 0.4
C 6.882 -0.717 -1.469 1.5 -0.6 -0.1
C 6.673 -0.356 -0.132 -0.4 0.5 0.9
C 5.447 0.150 0.307 1.3 -0.1 1.8
N 8.090 -1.215 -1.927 -1.4 0.9 0.3
C 8.252 -1.792 -3.264 0.2 -0.4 -0.4
C 9.641 -2.388 -3.433 0.2 -0.1 0.0
N 9.995 -3.219 -2.234 0.0 0.0 0.0
C 9.988 -2.403 -0.946 0.0 -0.2 -0.1
C 9.335 -1.052 -1.202 0.4 0.0 0.5
H 8.072 1.534 3.262 0.1 0.1 0.0
H 6.734 2.547 2.729 0.0 0.0 0.0
H 7.726 1.701 1.537 0.0 0.0 -0.1
H 5.889 0.379 3.627 0.0 0.0 0.0
H 6.872 -0.529 2.503 0.1 0.0 0.1
H 3.988 1.150 3.150 0.0 0.0 0.0
H 3.751 0.005 -2.624 -0.1 0.0 0.0
H 7.462 -0.481 0.587 0.0 0.0 0.0
H 8.126 -1.053 -4.058 -0.1 0.0 0.1
H 7.504 -2.572 -3.422 0.0 0.1 0.0
H 10.424 -1.640 -3.536 0.0 0.0 0.0
H 9.666 -3.031 -4.311 0.0 0.0 0.0
H 10.914 -3.645 -2.372 0.0 0.0 0.0
H 9.335 -3.995 -2.155 0.0 0.0 0.0
H 11.020 -2.295 -0.617 -0.1 0.1 0.0
H 9.438 -2.986 -0.210 0.0 0.0 0.0
H 10.013 -0.393 -1.751 -0.2 0.0 -0.1
H 9.185 -0.570 -0.243 -0.1 0.0 0.0
O 1.899 -2.052 -2.658 0.4 -0.1 -0.1
C 0.766 -2.125 -2.263 -0.5 0.4 0.3
N 0.116 -1.126 -1.514 0.0 -0.4 -0.4
C -1.136 -1.528 -1.205 -0.1 0.3 0.1
O -1.866 -0.750 -0.545 0.1 -0.4 -0.1
C -1.400 -2.867 -1.752 0.0 -0.2 -0.1
C -2.501 -3.696 -1.695 0.1 0.0 0.0
C -2.398 -4.925 -2.343 0.0 0.0 0.0
C -1.235 -5.292 -3.011 0.0 0.0 0.0
C -0.125 -4.450 -3.057 0.0 0.1 0.1
C -0.229 -3.234 -2.418 -0.1 -0.2 0.0
H -3.401 -3.412 -1.170 0.0 0.0 0.0
H -3.235 -5.609 -2.328 0.0 0.0 0.0
H -1.196 -6.254 -3.504 0.0 0.0 0.0
H 0.781 -4.735 -3.574 0.0 0.0 0.0
C -2.972 5.007 -0.209 0.0 0.1 0.0
N -2.437 4.786 -1.548 0.0 0.0 0.1
C -3.490 4.148 -2.329 -0.1 0.0 0.0
N -3.955 2.920 -1.674 -0.2 -0.1 0.1
C -4.567 3.179 -0.375 -0.1 0.0 -0.1
N -3.448 3.739 0.361 0.0 0.0 0.1
C -2.425 2.824 0.774 0.1 0.0 -0.1
P -1.487 2.305 -0.771 0.1 0.0 0.1
C -1.219 3.976 -1.508 0.0 0.1 -0.1
C -3.027 1.819 -1.702 0.0 0.0 -0.1
H -3.818 5.692 -0.264 0.0 0.0 0.0
H -2.211 5.414 0.454 0.0 0.0 -0.1
H -3.129 3.893 -3.324 0.0 0.0 0.0
H -4.335 4.830 -2.418 0.0 0.0 0.0
H -4.924 2.262 0.090 0.0 0.0 0.0
H -5.365 3.913 -0.467 0.0 0.0 0.0
H -2.844 1.941 1.259 0.0 0.0 0.0
H -1.721 3.314 1.450 0.0 0.0 0.0
H -0.828 3.862 -2.522 0.0 0.0 0.0
H -0.453 4.504 -0.935 0.0 -0.1 0.0
H -3.452 0.920 -1.257 0.0 0.0 0.0
H -2.758 1.596 -2.739 0.0 0.0 0.0

=====

Record 2
40
Properties=species:S:1:pos:R:3:forces:R:3 method="wB97M-V/def2-TZVPD" orbital_gap_ev=9.7 smiles="O=C(c1cncc(Br)c1)N1CCN(S(=O)(=O)c2ccccc2)CC1" e_above_lowest_ev=0.8300 e_lumo_ev=0.45
O 2.585 1.080 -1.927 0.2 -0.2 0.0
C 1.381 1.046 -2.044 0.0 0.2 -0.4
C 0.726 0.191 -3.087 0.1 -0.3 -0.3
C 0.268 0.696 -4.302 0.2 0.0 0.4
N -0.263 -0.061 -5.245 -0.1 0.3 -0.4
C -0.358 -1.360 -5.044 0.0 -0.4 0.2
C 0.093 -1.960 -3.875 0.0 0.0 0.1
Br -0.061 -3.833 -3.653 0.0 0.1 0.0
C 0.652 -1.181 -2.876 -0.1 0.1 -0.2
N 0.546 1.787 -1.271 -0.1 0.1 0.2
C -0.890 1.851 -1.387 -0.2 0.0 0.0
C -1.545 1.048 -0.240 -0.3 -0.1 -0.3
N -0.611 0.839 0.842 0.4 -1.0 0.0
S 0.231 -0.627 0.840 -0.6 0.3 0.5
O 1.629 -0.434 0.598 0.1 0.2 0.2
O -0.490 -1.534 -0.007 -0.2 0.0 0.2
C -0.002 -1.092 2.548 0.2 0.1 -0.5
C -1.256 -1.505 2.954 -0.2 -0.1 0.1
C -1.459 -1.838 4.283 0.0 0.0 -0.2
C -0.409 -1.750 5.185 0.1 0.0 0.0
C 0.845 -1.336 4.765 -0.1 0.0 0.0
C 1.052 -1.004 3.435 0.2 0.0 -0.1
C 0.208 1.991 1.140 0.2 0.2 0.2
C 1.069 2.409 -0.074 0.3 0.1 0.0
H 0.331 1.753 -4.528 0.0 0.1 0.1
H -0.803 -1.941 -5.840 0.0 -0.1 0.0
H 1.006 -1.612 -1.952 0.0 -0.1 0.0
H -1.178 2.907 -1.319 0.0 -0.1 -0.1
H -1.209 1.467 -2.355 0.0 0.1 0.1
H -1.844 0.057 -0.580 -0.2 0.2 -0.1
H -2.424 1.574 0.147 0.1 -0.1 0.0
H -2.046 -1.572 2.224 -0.2 0.0 0.0
H -2.431 -2.168 4.615 -0.1 0.0 0.0
H -0.568 -2.010 6.220 0.0 0.0 0.1
H 1.661 -1.274 5.469 0.1 0.0 0.0
H 2.017 -0.691 3.068 0.1 0.0 0.0
H 0.843 1.728 1.985 0.0 0.3 0.1
H -0.462 2.801 1.443 0.0 -0.1 0.1
H 1.070 3.500 -0.188 0.0 -0.1 0.1
H 2.097 2.056 0.033 -0.2 0.2 0.0